Arrangement A

C9H14N4 | ωB97M-V/def2-TZVPD

Summary:
Orbital gap (eV): 9.032
Structure (SMILES): Cc1nccnc1N1CCNCC1
LUMO (eV): 0.4190
HOMO energy (eV): -8.6

```
27
Properties=species:S:1:pos:R:3:lowdin_charge:R:1
C 0.909 0.247 2.517 -0.031
C 1.084 1.098 1.128 -0.189
N 1.701 2.317 1.206 0.062
C 1.487 3.202 0.228 -0.123
C 0.635 2.860 -0.979 -0.125
N 0.223 1.600 -1.188 0.101
C 0.503 0.662 -0.169 -0.178
N 0.014 -0.698 -0.238 -0.143
C -0.262 -1.166 -1.469 -0.321
C -0.377 -2.723 -1.401 -0.121
N -1.791 -3.022 -0.792 -0.080
C -1.788 -2.331 0.597 -0.200
C -1.351 -0.843 0.413 -0.156
H 0.091 0.723 3.146 0.088
H 0.801 -0.772 2.324 0.026
H 1.851 0.718 3.027 0.100
H 1.773 4.246 0.376 0.087
H 0.105 3.796 -1.627 0.154
H 0.480 -0.678 -2.095 0.105
H -1.157 -0.638 -2.015 0.139
H 0.491 -3.036 -0.847 0.103
H -0.575 -3.264 -2.354 0.111
H -2.562 -2.568 -1.277 0.075
H -1.215 -3.036 1.320 0.130
H -2.906 -2.221 0.843 0.119
H -2.154 -0.455 -0.342 0.139
H -1.078 -0.238 1.410 0.126
```

---

Arrangement B

C9H14N4 | ωB97M-V/def2-TZVPD

Summary:
Orbital gap (eV): 8.464
Structure (SMILES): CN(C)/C=C1\CCCN\C1=N\C#N
LUMO (eV): 0.5109
HOMO energy (eV): -8.0

```
27
Properties=species:S:1:pos:R:3:lowdin_charge:R:1
C 0.906 -2.500 -0.465 -0.060
N -0.384 -2.129 0.172 -0.200
C -1.517 -3.077 0.024 -0.048
C -0.730 -0.820 0.396 -0.044
C -0.123 0.452 0.229 -0.125
C 1.226 0.529 -0.480 -0.190
C 1.536 1.887 -1.004 -0.201
C 0.294 2.793 -1.188 -0.125
N -0.415 2.819 0.199 0.051
C -0.629 1.663 0.825 -0.419
N -1.017 1.874 1.995 0.117
C -1.086 0.969 2.969 -0.371
N -1.237 0.266 3.859 0.109
H 0.935 -2.325 -1.500 0.057
H 1.135 -3.601 -0.427 0.105
H 1.759 -1.978 -0.059 0.076
H -2.462 -2.561 0.334 0.094
H -1.547 -3.231 -1.043 0.077
H -1.339 -4.017 0.624 0.106
H -1.739 -0.874 0.928 0.135
H 1.314 -0.230 -1.326 0.118
H 1.952 0.257 0.264 0.107
H 2.232 2.386 -0.261 0.132
H 2.126 1.808 -1.944 0.117
H -0.442 2.418 -1.928 0.112
H 0.535 3.840 -1.498 0.116
H -1.281 3.382 0.304 0.155
```

---

Arrangement C

C9H14N4 | ωB97M-V/def2-TZVPD

Summary:
Orbital gap (eV): 9.204
Structure (SMILES): CCc1c[nH]cn1.Cc1c[nH]cn1
LUMO (eV): 0.8070
HOMO energy (eV): -8.4

```
27
Properties=species:S:1:pos:R:3:lowdin_charge:R:1
C 2.572 -0.765 -0.376 -0.097
C 1.556 -0.694 0.809 -0.185
C 1.856 -1.835 1.746 -0.333
C 3.048 -2.395 2.126 -0.067
N 2.705 -3.441 2.948 0.039
C 1.365 -3.481 3.032 -0.206
N 0.818 -2.524 2.312 0.091
H 2.400 -0.004 -1.130 0.058
H 2.568 -1.757 -0.806 0.069
H 3.510 -0.589 0.157 0.062
H 1.678 0.262 1.295 0.101
H 0.536 -0.879 0.484 0.098
H 4.067 -2.084 1.966 0.112
H 3.371 -4.042 3.400 0.145
H 0.772 -4.136 3.646 0.114
C -3.961 3.410 -0.796 -0.057
C -2.927 2.677 -1.559 -0.368
C -3.001 1.391 -2.030 -0.079
N -1.858 1.195 -2.742 0.033
C -1.110 2.333 -2.643 -0.208
N -1.754 3.249 -1.977 0.089
H -3.567 4.312 -0.339 0.072
H -4.393 2.777 -0.016 0.075
H -4.834 3.695 -1.381 0.071
H -3.782 0.659 -1.890 0.115
H -1.522 0.351 -3.180 0.144
H -0.112 2.315 -3.055 0.113
```

---

Which structure above is the least stable one? arrangement A is the least stable one.